No. 1
Here is a 6-piece molecular cluster, C24H66N6O6 overall in a non-equilibrium geometry from the Open Molecules 2025 dataset. Energies are from ωB97M-V/def2-TZVPD.

E_tot   -1733.39509 hartree
Frontier orbital gap   9.021 eV
Structure (SMILES)   COC[C@H](C)N.COC[C@H](C)N.COC[C@H](C)N.COC[C@H](C)N.COC[C@H](C)N.COC[C@H](C)N
HOMO   -8.294 eV

CARTESIAN COORDINATES (ANGSTROEM)
C: 27.03554 -24.70000 28.72202
O: 25.76949 -25.39158 29.01354
C: 24.76273 -25.09520 28.04383
C: 23.48035 -25.56063 28.58986
C: 23.32047 -27.10790 28.79111
N: 22.39041 -25.06505 27.86241
H: 27.25099 -24.54670 27.55299
H: 27.71374 -25.40034 29.02147
H: 27.22347 -23.61647 28.98671
H: 24.68111 -24.02210 27.84816
H: 25.06389 -25.59461 27.13741
H: 23.49857 -25.06931 29.70181
H: 23.42883 -27.71962 27.87845
H: 22.29233 -27.39890 29.27475
H: 23.94482 -27.52744 29.53999
H: 22.29644 -24.13052 28.02293
H: 22.72537 -25.10165 26.90849
C: 21.38522 -23.59155 35.18058
O: 21.07045 -25.02131 35.16192
C: 20.08721 -25.28899 36.20397
C: 20.19514 -26.74088 36.67274
C: 19.79799 -27.75994 35.51215
N: 19.43013 -26.88382 37.86570
H: 21.84037 -23.30297 35.96031
H: 20.30516 -23.26348 34.81187
H: 22.12096 -23.42238 34.45794
H: 20.23528 -24.79637 37.06635
H: 19.02975 -24.93276 35.68438
H: 21.37051 -26.96187 36.94027
H: 18.84027 -27.19610 35.07387
H: 19.32038 -28.67317 36.00540
H: 20.40325 -28.15751 34.76304
H: 19.72597 -26.20731 38.55734
H: 18.55186 -26.59972 37.85759
C: 23.93794 -21.91422 29.38990
O: 22.59965 -22.37227 29.10034
C: 21.69238 -22.63038 30.20116
C: 20.20514 -22.57437 29.78346
C: 19.75160 -21.20397 29.29881
N: 19.37716 -22.98536 30.97147
H: 23.68562 -21.18849 30.02331
H: 24.54810 -21.70200 28.47248
H: 24.70747 -22.65277 29.93183
H: 22.06428 -23.52629 30.46607
H: 21.99055 -21.69240 30.87294
H: 19.97715 -23.37703 29.10328
H: 19.93103 -20.52902 30.19441
H: 18.69854 -21.28191 28.78229
H: 20.41719 -20.74910 28.69664
H: 18.35989 -22.87214 30.71875
H: 19.45924 -24.04627 31.12387
C: 19.28958 -26.03611 32.35534
O: 18.78144 -25.98700 31.04243
C: 19.68368 -26.33527 30.04062
C: 18.77713 -26.03349 28.76025
C: 17.53642 -26.92375 28.65969
N: 19.63407 -26.30468 27.60909
H: 19.66345 -27.16754 32.66899
H: 18.52600 -25.65632 33.07455
H: 19.98960 -25.19316 32.58477
H: 20.59600 -25.82205 29.93265
H: 19.81531 -27.48966 30.31704
H: 18.56222 -25.11173 28.83308
H: 17.68301 -27.92502 28.84970
H: 16.90729 -26.62699 27.76974
H: 16.94509 -26.59622 29.56842
H: 19.90467 -27.36464 27.50178
H: 20.34221 -25.57978 27.52254
C: 17.03967 -30.61253 26.40631
O: 18.49682 -30.47703 26.18690
C: 18.64374 -29.02028 25.68816
C: 20.17433 -28.85954 25.51569
C: 20.98441 -29.35447 26.78422
N: 20.57764 -27.45467 25.23866
H: 16.65742 -30.05656 27.14962
H: 16.78692 -31.61513 26.51740
H: 16.55179 -30.09276 25.52892
H: 18.17045 -28.52979 24.84257
H: 18.51198 -28.55667 26.52533
H: 20.43693 -29.49501 24.75610
H: 22.13009 -29.40013 26.46715
H: 20.69052 -30.36465 27.01826
H: 20.88893 -28.79676 27.76675
H: 19.97455 -27.11779 24.46079
H: 20.23560 -26.96359 25.92871
C: 15.25820 -31.19867 35.37224
O: 16.02465 -30.22777 34.54213
C: 16.62891 -30.81489 33.41511
C: 17.39602 -29.68048 32.83828
C: 16.39558 -28.54839 32.24503
N: 18.09263 -30.08212 31.53607
H: 14.45995 -31.73712 34.81804
H: 14.96244 -30.72953 36.21142
H: 15.96234 -31.86190 35.82038
H: 17.34767 -31.56291 33.66490
H: 15.94628 -30.96958 32.83015
H: 18.16032 -29.17608 33.52198
H: 15.69801 -29.12939 31.59775
H: 16.87341 -27.87452 31.68193
H: 15.97287 -28.05455 33.02914
H: 18.77082 -30.98006 31.58901
H: 18.58650 -29.16741 31.28158

Forces on the atoms, in the same order (eV/Å):
C -1.9 1.5 -3.7
O 1.4 2.1 -0.6
C 1.5 0.0 0.6
C -0.2 -1.3 4.6
C -2.0 -0.1 0.5
N -0.7 -2.0 -2.0
H -0.9 -0.9 2.0
H 2.3 -1.2 1.2
H -0.8 -1.3 0.9
H 0.1 0.1 0.0
H -0.1 -0.3 -0.8
H -0.3 -1.2 -2.3
H -0.1 0.5 0.2
H 1.5 1.0 -1.3
H 1.3 -0.1 0.5
H -0.3 3.4 0.7
H -0.7 -0.2 -0.7
C -6.5 -3.8 -6.8
O 0.5 0.3 1.9
C -1.1 -1.4 -5.3
C 3.0 -1.0 -2.1
C -5.2 1.2 2.9
N 4.1 -1.7 1.7
H 2.2 2.3 6.7
H 2.6 1.1 1.2
H 0.7 0.1 -1.9
H 0.7 2.7 2.7
H 2.0 -1.2 1.7
H -2.8 0.8 -0.5
H 2.0 -1.5 0.3
H 0.7 1.1 -0.4
H 1.6 0.2 -1.1
H 1.1 -0.2 0.3
H -5.5 0.9 -1.4
C 1.3 -4.4 -1.2
O 0.3 -0.6 -2.4
C 0.9 5.7 -0.9
C -0.2 -0.7 1.0
C -2.4 -1.1 2.4
N -0.6 -1.2 0.1
H 0.5 3.8 2.4
H -1.4 0.4 0.6
H -2.1 0.8 -0.7
H 0.3 -3.3 2.3
H -1.2 -2.3 -0.2
H 0.6 0.0 -1.3
H -1.5 -0.6 -0.6
H 2.0 0.6 1.4
H 2.2 0.9 -3.0
H 1.5 0.0 0.3
H -0.1 2.3 -0.5
C 0.3 -0.8 1.7
O 0.0 1.3 2.1
C -3.8 -3.4 -0.5
C 3.9 -9.3 -0.6
C -1.8 4.3 1.4
N -0.9 -1.3 -0.6
H -0.7 3.0 -0.8
H -0.3 -1.1 -0.6
H 0.7 -1.2 -0.6
H 1.3 0.9 0.4
H 0.6 1.9 -1.5
H -1.8 6.9 0.2
H 0.6 -2.4 -0.3
H 0.9 -0.8 0.8
H 0.1 -0.4 -1.0
H -0.3 3.5 1.0
H 0.6 -1.1 0.0
C 2.2 0.9 -4.4
O -2.6 2.3 -1.5
C 4.1 -4.1 -1.6
C 0.0 1.3 2.8
C 1.8 0.2 -0.8
N 0.9 -3.7 -5.7
H -0.7 1.9 3.5
H -0.4 -1.7 0.0
H 0.1 -1.3 0.4
H -0.9 -1.1 -0.3
H -1.9 3.4 4.7
H 1.0 -1.4 -2.1
H -2.4 0.3 0.8
H -0.1 -0.4 0.0
H 0.1 -0.3 -1.3
H 0.8 -0.3 0.2
H -1.9 3.5 4.4
C 2.0 -0.3 -3.6
O -1.6 -1.3 2.3
C 6.8 3.8 6.4
C 1.3 2.7 -3.0
C 0.1 -5.5 1.0
N 1.7 -0.7 0.8
H 0.5 0.5 0.3
H -1.8 2.3 2.4
H 0.7 -1.3 -0.3
H 0.1 -1.3 0.2
H -7.1 -3.1 -6.8
H -1.2 -0.9 -0.4
H 0.2 0.7 0.6
H 2.2 2.4 -2.3
H -1.7 1.2 2.1
H -1.7 3.2 0.1
H -0.3 -2.3 0.1

These are the Mulliken partial charges, in e, on atoms 1 to 99: -0.823 -0.366 -1.043 0.595 -1.108 -0.078 0.276 0.374 0.243 0.398 0.550 -0.215 0.229 -0.094 0.570 0.236 0.336 -0.906 -0.366 -0.730 0.555 -1.139 -0.762 0.473 0.336 0.253 0.576 0.218 0.187 0.048 0.288 0.550 0.262 0.197 -0.830 -0.419 -0.885 1.405 -1.594 -0.651 0.569 0.259 0.201 0.234 0.539 -0.405 0.306 0.356 0.462 0.327 -0.060 -0.712 -0.437 0.588 -1.197 -2.016 -0.122 0.002 0.244 0.538 -0.295 0.595 1.135 0.512 0.237 0.474 -0.419 0.354 -0.860 -0.359 0.526 -0.626 -0.932 -0.633 0.356 0.306 0.311 0.306 -0.225 0.665 0.207 0.546 0.011 0.330 0.602 -0.901 -0.330 -0.917 1.075 -1.155 -0.651 0.269 0.341 0.361 0.454 0.580 -0.311 0.302 0.027



No. 2
Here is one molecule with the formula C17H19N5O3 in a non-equilibrium geometry from the Open Molecules 2025 dataset. Energies are from ωB97M-V/def2-TZVPD.

E_tot   -1158.78447 hartree
Frontier orbital gap   8.986 eV
Structure (SMILES)   N[C@@H](Cc1c[nH]c2ccccc12)C(=O)N[C@@H](Cc1c[nH]cn1)C(=O)O
HOMO   -8.401 eV

CARTESIAN COORDINATES (ANGSTROEM)
N: 3.19716 -2.72536 -0.87024
C: 2.43257 -2.33288 0.30924
C: 3.09584 -1.10281 0.97004
C: 2.93802 0.16996 0.20550
C: 3.52928 0.49678 -0.99530
N: 3.07710 1.73165 -1.43289
C: 2.19044 2.23443 -0.50349
C: 1.46552 3.43007 -0.50018
C: 0.64716 3.68346 0.58228
C: 0.53445 2.76818 1.64507
C: 1.25686 1.58968 1.63448
C: 2.08552 1.29111 0.54210
C: 0.94530 -2.13207 -0.02950
O: 0.50661 -2.48988 -1.11889
N: 0.17548 -1.54793 0.92422
C: -1.18495 -1.06012 0.69729
C: -1.27047 -0.09820 -0.51470
C: -2.57396 0.62787 -0.56574
C: -2.85413 1.89188 -0.14235
N: -4.20348 2.06855 -0.36277
C: -4.66687 0.90308 -0.89717
N: -3.71236 0.01303 -1.03676
C: -2.21131 -2.19938 0.63372
O: -3.12405 -2.27786 1.42147
O: -2.02542 -3.10049 -0.32972
H: 2.98247 -2.05091 -1.63184
H: 2.84431 -3.59282 -1.21171
H: 2.49693 -3.16073 0.96854
H: 4.16243 -1.37994 1.09313
H: 2.70242 -0.95745 1.97865
H: 4.25690 -0.05621 -1.56333
H: 3.35718 2.17116 -2.26318
H: 1.56448 4.14388 -1.30933
H: 0.06941 4.60807 0.61436
H: -0.09542 3.01361 2.48483
H: 1.16940 0.89128 2.47436
H: 0.60552 -1.29919 1.79307
H: -1.45252 -0.51358 1.58430
H: -1.12084 -0.66278 -1.45684
H: -0.47722 0.63242 -0.39806
H: -2.20675 2.66745 0.27922
H: -4.75481 2.89030 -0.18059
H: -5.68666 0.75744 -1.17415
H: -1.16746 -2.90196 -0.84291

Forces on the atoms, in the same order (eV/Å):
N 0.0 1.4 -0.5
C 0.1 0.8 -1.0
C 0.4 -0.4 0.2
C 0.2 0.5 -0.8
C -0.5 0.2 0.5
N -0.3 -0.9 1.4
C 0.0 -0.1 0.0
C 0.1 0.0 0.0
C -0.2 0.1 -0.1
C 0.4 -0.1 -0.2
C -0.2 -0.2 0.2
C 0.1 0.0 -0.1
C 0.1 0.4 0.4
O -0.2 0.0 0.1
N 0.1 -0.4 -0.7
C -0.1 0.0 -0.3
C -0.1 -0.4 -0.3
C 0.0 -0.3 0.0
C 0.3 0.6 0.2
N 0.0 -0.3 -0.1
C 0.7 -0.1 0.0
N -0.3 0.5 0.1
C -0.4 -0.2 0.3
O 0.5 0.1 -0.4
O 1.1 0.2 -0.6
H 0.2 -0.6 0.7
H -0.3 -0.7 -0.3
H 0.0 -0.8 1.0
H -0.5 0.2 -0.1
H 0.0 0.0 0.1
H 0.0 0.0 -0.1
H 0.3 0.5 -1.0
H 0.0 0.0 0.0
H 0.2 -0.2 0.0
H -0.1 0.0 0.1
H 0.1 0.3 -0.3
H 0.1 0.0 0.1
H -0.1 0.3 0.3
H 0.0 0.4 0.5
H 0.3 0.1 -0.1
H -0.4 -0.4 -0.2
H 0.1 -0.1 0.0
H -0.4 0.0 -0.1
H -1.1 -0.2 0.7

Charges obtained by Mulliken population analysis, quoted in units of e: -0.681 -0.278 -1.319 0.054 -0.469 -0.001 -0.433 -0.873 -0.510 -0.954 0.161 1.055 0.622 -0.816 -0.055 -0.588 1.054 -0.023 -0.561 -0.066 -0.486 -0.616 0.319 -0.617 -0.543 0.296 0.330 0.579 0.453 0.484 0.522 0.124 0.403 0.429 0.407 0.344 0.424 0.345 0.292 -0.296 0.415 0.181 0.459 0.432



No. 3
Here is C15H32N2O5P2Tb as an isolated structure in a non-equilibrium geometry from the Open Molecules 2025 dataset. Energies are from ωB97M-V/def2-TZVPD.

E_tot   -2583.10459 hartree
Frontier orbital gap (spin up / spin down)   5.521 / 4.941 eV
Charge   +1
Spin multiplicity   7
HOMO (spin up / spin down)   -8.768 / -7.948 eV
Expectation value of S²   13.016

CARTESIAN COORDINATES (ANGSTROEM)
O: -1.08373 -2.82495 1.53642
H: -0.82633 -3.64257 2.05892
Tb: -1.02588 -0.89875 -0.02369
N: 0.36632 -1.47131 -2.27574
N: -1.69596 -2.64498 -1.08901
O: 1.47240 -0.98050 -3.01448
O: -2.74558 -3.23796 -0.28395
C: -0.35618 -2.31808 -3.04977
C: -1.39649 -3.06249 -2.34244
C: -0.11132 -2.61813 -4.52281
C: -2.29409 -4.04711 -2.95364
H: 0.81134 -2.22952 -5.00100
H: -0.96637 -2.21411 -5.08939
H: -0.12260 -3.71012 -4.68001
H: -2.99091 -4.29379 -2.14579
H: -1.73872 -4.95176 -3.22359
H: -2.85250 -3.66552 -3.82539
H: 1.14984 -0.95130 -3.93620
H: -2.25375 -3.39435 0.57962
O: -2.34274 0.46960 -1.12205
H: -1.98964 1.18996 -1.70355
H: -3.14416 0.03300 -1.50407
C: 0.58412 -2.33156 0.87383
H: 0.74943 -1.24309 1.27790
H: 0.56571 -2.60128 -0.23652
H: 1.37616 -2.89932 1.30108
O: 3.89285 -1.00157 -0.90743
H: 3.56787 -1.24796 -1.86787
H: 4.84738 -1.29337 -0.83575
C: 0.08279 3.22331 -0.94350
P: 1.01700 1.84143 -0.17086
C: 2.68265 2.21214 -0.84306
C: 1.22071 2.52583 1.54687
C: 2.07137 3.58682 1.87683
C: 2.18358 4.01921 3.20977
C: 1.40937 3.41985 4.21284
C: 0.50849 2.40221 3.89154
C: 0.39538 1.97343 2.57134
P: -0.89745 0.77615 2.16156
C: -1.28228 -0.19527 3.62437
C: -2.38495 1.77469 1.76533
H: -0.00827 3.00631 -2.02160
H: 0.61863 4.18355 -0.82616
H: -0.92332 3.32780 -0.50436
H: 2.89490 3.28648 -0.97870
H: 3.43120 1.74876 -0.19015
H: 2.72840 1.68533 -1.80681
H: 2.66407 4.10139 1.11821
H: 2.84897 4.83878 3.47130
H: 1.48416 3.73863 5.25040
H: -0.09838 1.91571 4.66293
H: -2.05217 0.31911 4.23325
H: -1.64088 -1.21322 3.35697
H: -0.36872 -0.33120 4.22827
H: -2.64877 2.29908 2.68555
H: -2.17786 2.50156 0.97276
H: -3.20509 1.11502 1.45142

Forces on the atoms, in the same order (eV/Å):
O -1.8 -1.9 2.2
H -0.5 1.6 -0.8
Tb 2.5 -1.5 -0.1
N -1.0 -0.4 -1.3
N -0.4 -0.3 -0.4
O -0.2 0.7 0.1
O 0.4 0.1 -1.4
C -0.5 -1.0 1.8
C 0.1 1.5 -0.1
C -0.4 -0.2 -0.1
C -0.4 -0.8 -0.1
H -0.5 -0.3 0.5
H 0.3 -0.1 0.0
H 0.1 0.4 0.0
H -0.1 -0.3 -0.5
H -0.2 0.0 -0.2
H 0.3 -0.2 0.3
H 0.5 0.2 0.6
H 0.1 0.2 -0.4
O -1.4 1.3 -1.6
H -0.8 -0.8 0.4
H 0.8 0.8 -0.1
C 3.1 1.6 -1.1
H 0.3 -1.5 -1.0
H 0.3 1.0 1.4
H 0.2 -0.6 0.6
O 0.5 -1.0 -2.5
H 1.1 0.7 2.9
H -1.7 0.4 -0.4
C -0.2 0.3 -0.3
P 0.4 0.7 0.6
C 0.1 -0.6 -0.4
C -1.0 -0.3 0.4
C 0.1 -0.1 0.5
C -0.6 -0.3 0.0
C 0.0 -0.1 -0.2
C 0.3 0.2 0.0
C 0.4 0.4 -0.2
P 0.4 0.0 -0.3
C -0.6 -0.2 1.1
C 0.0 0.1 0.6
H 0.0 0.2 0.3
H -0.3 -0.4 0.0
H 0.4 0.0 -0.2
H -0.2 -0.5 0.1
H -0.1 0.1 -0.2
H 0.2 0.3 0.2
H -0.1 -0.3 0.2
H -0.1 -0.2 -0.1
H 0.1 0.0 -0.2
H 0.2 0.4 -0.2
H 0.4 -0.3 -0.1
H 0.2 0.7 0.0
H -0.3 0.1 -0.2
H -0.3 0.2 -0.2
H 0.0 -0.2 0.2
H 0.1 0.2 0.2

Charges obtained by Mulliken population analysis, quoted in units of e: -0.532 0.246 0.205 0.167 0.145 -0.475 -0.607 0.529 0.320 -1.391 -1.530 0.517 0.328 0.296 0.396 0.356 0.304 0.243 0.402 -0.472 0.316 0.356 -0.928 0.248 0.353 0.660 -0.588 0.312 0.284 -1.290 1.080 -1.378 0.114 -0.319 -0.848 -0.628 -0.860 0.098 1.202 -1.451 -1.199 0.367 0.419 0.298 0.450 0.447 0.343 0.282 0.397 0.409 0.370 0.428 0.291 0.428 0.467 0.234 0.386